Entry 1:
The following is a DFT calculation (ωB97M-V with the def2-TZVPD basis set) of a molecular structure, C3H6N2O2.

Its charge is 0. For the HOMO-LUMO gap, the calculation gives 10.11 eV. The calculation puts the strongest force on any atom at 1.23 eV/A. As for the energy above the lowest of the compared OMol25 structures with the same formula, charge and spin: 101.3 kcal per mole.

```
13
Properties=species:S:1:pos:R:3:forces:R:3:lowdin_charge:R:1
N -2.012018 0.305688 1.640180 0.33 -0.41 0.30 0.047
N -0.841860 0.886491 0.824508 -1.18 0.29 0.14 0.014
H -1.940019 0.652049 2.589509 0.06 -0.09 -0.09 0.105
H -2.024938 1.108819 0.662398 0.95 0.12 -0.38 0.181
C 0.682369 0.393592 -0.989046 0.22 0.11 -0.02 -0.369
C 1.875682 -0.482980 -1.246672 -0.02 0.04 -0.05 -0.009
H 1.545104 -1.505082 -1.438523 0.01 0.05 -0.01 0.087
H 2.450360 -0.088786 -2.081630 -0.04 -0.03 0.01 0.085
O 0.423895 1.401253 -1.600743 0.02 -0.39 0.25 0.108
C -0.252243 -0.115700 0.126766 -0.43 -0.36 -0.10 -0.477
H 2.500861 -0.522201 -0.350120 -0.06 0.02 -0.02 0.095
O -0.430533 -1.319364 0.304911 0.14 0.51 -0.06 0.041
H -1.976660 -0.713780 1.558463 -0.01 0.14 0.04 0.090
```
Positions in Å, forces in eV/Å.



Entry 2:
The following is a DFT calculation (ωB97M-V with the def2-TZVPD basis set) of 2 unconnected molecules or ions with the total composition C4H10NO2.

Its charge is +1. For the HOMO-LUMO gap (spin up / spin down), the calculation gives 4.32 / 9.92 eV. The calculation puts the strongest force on any atom at 5.31 eV/A. As for the energy above the lowest of the compared OMol25 structures with the same formula, charge and spin: 180.1 kcal per mole.

```
17
Properties=species:S:1:pos:R:3:forces:R:3:lowdin_charge:R:1
H -4.168434 -0.737238 -0.628541 -0.40 2.24 -0.51 0.122
O 1.966381 0.974685 -0.777078 -0.08 -0.08 1.18 0.060
H -0.641248 -1.211148 0.260217 -2.21 2.09 -0.29 0.063
N 3.241308 0.155861 0.995362 -1.60 -2.93 -0.82 0.251
C -2.603491 0.174626 0.289981 -1.41 2.54 0.39 -0.297
H -4.445678 1.058529 -0.016599 -0.52 -0.63 -0.33 0.070
C -3.824775 0.373035 -0.599009 -0.21 -2.20 0.91 -0.076
H 1.927360 0.864832 -1.748540 -0.19 -0.71 0.61 0.154
H 3.120279 -0.492450 1.799639 0.70 0.53 -0.63 0.182
H 3.116941 1.070361 1.275194 -0.06 2.70 1.09 0.114
H 4.109642 0.056611 0.453333 -0.16 -0.27 0.32 0.176
C 1.985689 -0.110183 0.039044 2.35 -1.30 -3.74 -0.249
C -1.520670 -0.452987 0.182023 3.98 -3.51 -0.25 0.132
H 1.839636 -2.073170 -0.365137 1.28 1.50 -1.06 0.142
H -2.786312 0.806446 1.169827 0.55 -0.18 0.39 0.110
O 2.366640 -1.297345 -0.768514 -2.44 0.55 3.11 -0.026
H -3.683262 0.839534 -1.561197 0.42 -0.34 -0.38 0.071
```
Positions in Å, forces in eV/Å.



> Look up the energy above the lowest of the compared OMol25 structures with the same formula, charge and spin of the second one.

180.1 kcal per mole